60
Properties=species:S:1:pos:R:3:forces:R:3 method="wB97M-V/def2-TZVPD" total_charge=+1 homo_lumo_gap_ev="4.812 / 6.156" spin_multiplicity=4 homo_energy_ev="-9.27 / -11.09" lumo_energy_ev="-4.45 / -4.93"
Mn -0.255457 -0.494160 0.026403 0.10 -0.06 -0.91
C 1.902643 4.270740 3.806203 -0.19 0.00 -0.04
C 3.141143 3.670140 3.586903 0.11 -0.14 -0.02
C 3.249743 2.459840 2.919903 -0.05 -0.03 0.01
C 2.081843 1.884540 2.446803 -0.54 0.45 0.11
C 1.824443 0.674840 1.703903 -0.66 0.05 -0.05
N 2.726143 -0.254360 1.475503 0.80 -0.57 -0.04
C 2.476243 -1.341560 0.790303 -0.34 0.72 0.13
C 3.422743 -2.422660 0.569203 0.02 -0.72 -0.46
C 4.719843 -2.631060 0.997703 -0.18 0.10 -0.05
C 5.378043 -3.759160 0.526003 -0.02 0.07 0.08
C 4.758643 -4.655060 -0.336197 -0.07 -0.04 -0.07
C 3.458543 -4.449860 -0.780597 -0.11 0.17 0.05
C 2.804443 -3.322160 -0.322697 0.69 0.02 0.60
C 1.535943 -2.718560 -0.673397 -0.31 0.64 -0.35
N 0.857743 -2.955060 -1.752197 -0.08 -0.27 -0.14
C -0.198557 -2.229060 -2.070097 0.15 0.38 0.01
N -1.191957 -1.861860 -1.230797 0.16 -0.35 0.26
C -2.148157 -1.202660 -1.951097 -0.45 0.24 0.31
N -3.232057 -0.704560 -1.388997 -0.12 -0.23 -0.27
C -3.172157 -0.155560 -0.209597 0.59 0.22 -0.24
N -1.987657 0.274140 0.355803 -0.68 -0.24 -0.14
C -2.300057 1.110940 1.392803 0.62 0.33 0.30
N -1.444957 1.835640 2.069603 -0.95 0.17 0.18
C -0.146057 1.671840 1.989703 0.39 -0.41 -0.18
N 0.487643 0.607340 1.382103 0.36 0.30 0.60
C 0.830443 2.507340 2.643903 0.66 -0.20 -0.08
C 0.727743 3.697640 3.345903 -0.01 -0.06 -0.02
C -3.736257 1.126240 1.593203 -0.58 -0.34 -0.36
C -4.538057 1.725840 2.545803 0.06 -0.04 -0.11
C -5.905457 1.493040 2.466203 0.08 0.06 0.06
C -6.453457 0.698540 1.465703 0.01 -0.09 -0.11
C -5.652357 0.096040 0.504403 0.17 0.03 -0.04
C -4.288657 0.314040 0.582503 -0.18 0.44 0.72
C -1.691457 -0.916360 -3.292597 -0.48 0.16 -0.65
C -2.211657 0.035240 -4.119397 -0.02 -0.87 0.68
C -1.450757 0.821640 -5.034197 0.42 0.52 -0.42
C -0.123357 1.059940 -4.979397 -0.54 0.10 0.03
C 0.843943 0.445140 -4.038897 0.59 0.07 -0.40
C -0.288957 -1.393260 -3.253197 0.33 0.06 -0.12
N 1.328243 -1.586760 0.090403 0.15 -0.57 0.11
H 1.858543 5.206440 4.340703 0.01 0.10 0.07
H 4.031343 4.159240 3.950503 0.09 0.03 0.05
H 4.201943 1.980640 2.759903 0.13 -0.03 0.00
H 5.202943 -1.927960 1.654503 0.08 0.10 0.12
H 6.396543 -3.938260 0.829203 0.13 -0.05 0.05
H 5.305143 -5.517460 -0.681697 0.06 -0.12 -0.02
H 2.977843 -5.135060 -1.460297 -0.02 -0.07 -0.10
H -0.232857 4.155640 3.519403 -0.09 0.08 0.00
H -4.110957 2.339440 3.322603 0.03 0.08 0.08
H -6.559457 1.934540 3.200703 -0.08 0.07 0.09
H -7.521057 0.541040 1.438503 -0.07 0.00 0.01
H -6.071357 -0.525260 -0.269897 -0.08 -0.08 -0.10
H -3.273157 0.224640 -4.051597 -0.11 0.14 0.15
H -2.004657 1.340340 -5.802597 -0.06 0.05 -0.06
H 0.326743 1.683840 -5.738297 -0.05 0.08 -0.10
H 1.814943 0.935840 -4.022897 -0.07 0.06 -0.02
S 0.887543 -1.351860 -4.601897 0.10 -0.16 0.30
C 0.331243 0.050240 -2.697997 -0.34 -1.29 0.35
N 0.300043 0.417040 -1.532397 0.43 0.95 0.17

74
Properties=species:S:1:pos:R:3:forces:R:3 method="wB97M-V/def2-TZVPD" total_charge=-1 homo_lumo_gap_ev="6.270 / 7.883" spin_multiplicity=5 homo_energy_ev="-5.56 / -5.72" lumo_energy_ev="0.71 / 2.16"
Mn -2.049788 -2.105132 0.752042 -0.63 -0.08 -0.03
S -1.079693 -3.515111 4.989347 -0.07 0.08 0.10
C -1.467131 -3.061280 3.470161 0.23 -0.28 -0.19
S -2.890735 -2.214289 2.984021 -0.10 0.16 -0.22
S -0.501522 -3.359182 2.064536 0.11 0.04 0.04
F 3.388053 0.219410 6.984293 0.09 -0.06 0.00
C 2.191228 0.795597 6.759366 -0.07 -0.06 -0.07
F 1.354079 0.346535 7.705473 -0.03 -0.02 0.03
F 2.364758 2.114495 6.987856 0.00 0.11 -0.01
C 1.693196 0.530528 5.367840 0.01 0.03 0.03
C 2.561153 0.747040 4.299371 0.01 0.00 0.07
C 2.122213 0.532678 3.010729 -0.01 -0.02 -0.09
C 0.815357 0.102645 2.768092 -0.09 0.02 -0.09
C -0.038745 -0.100059 3.841252 -0.07 -0.05 -0.03
C 0.396882 0.107783 5.145932 0.04 0.01 0.00
P 0.134222 -0.124833 1.066287 0.30 -0.03 0.09
C 1.541010 -0.983146 0.239936 -0.03 -0.05 0.16
C 1.819810 -0.786830 -1.113530 -0.06 0.01 -0.10
C 2.819091 -1.508066 -1.742479 -0.02 0.01 0.02
C 3.552775 -2.442965 -1.024987 0.04 -0.05 0.05
C 3.286484 -2.655553 0.317449 0.05 -0.01 -0.05
C 2.287065 -1.926976 0.943988 -0.03 0.06 -0.01
C 4.637989 -3.200202 -1.730327 -0.05 0.03 0.03
F 5.588210 -2.373197 -2.217948 0.04 0.04 -0.02
F 5.262358 -4.081088 -0.933736 0.02 -0.03 0.03
F 4.168090 -3.891704 -2.787680 -0.03 -0.02 -0.05
C 0.333364 1.602146 0.488970 0.02 0.11 0.04
C 1.525027 2.137747 0.004103 -0.05 0.05 -0.01
C 1.600848 3.475191 -0.340884 0.07 -0.05 0.02
C 0.490539 4.290945 -0.181828 -0.08 0.14 0.00
C -0.695850 3.778515 0.316155 0.02 -0.08 -0.05
C -0.771966 2.431936 0.639760 0.08 -0.05 0.04
C 0.606986 5.738828 -0.559782 -0.05 -0.11 0.02
F -0.524507 6.424999 -0.341689 -0.06 0.05 0.02
F 0.915186 5.896410 -1.863073 0.03 0.00 -0.08
F 1.582915 6.363029 0.131641 0.07 0.03 0.05
H 3.575000 1.076155 4.486576 0.02 0.01 -0.01
H 2.801158 0.691629 2.182132 0.01 0.02 0.01
H -1.051891 -0.439846 3.659416 0.04 0.05 0.06
H -0.267606 -0.078510 5.977080 -0.03 -0.01 -0.01
H 1.240492 -0.065055 -1.675081 0.05 0.00 0.01
H 3.032500 -1.346132 -2.791490 -0.01 0.02 -0.02
H 3.853202 -3.387346 0.875694 0.00 0.00 0.01
H 2.086881 -2.104639 1.990988 -0.01 -0.01 0.01
H 2.398177 1.510161 -0.111292 0.02 0.02 -0.01
H 2.523990 3.891430 -0.724132 0.02 -0.01 0.00
H -1.557261 4.416772 0.434205 -0.08 0.03 0.01
H -1.695878 2.016609 1.021121 -0.03 0.04 -0.04
C -0.738670 -0.268250 -4.515507 -0.02 -0.07 -0.05
N -1.099153 -1.278997 -3.535476 -0.04 -0.01 0.02
C -1.340012 -2.570340 -3.909672 0.02 -0.08 0.03
C -1.664120 -3.528079 -3.026536 0.10 0.03 -0.03
C -1.749591 -3.143540 -1.639453 -0.09 -0.04 0.22
O -2.093290 -3.898220 -0.708329 0.05 0.12 -0.15
N -1.457496 -1.855521 -1.289165 -0.06 -0.26 0.00
C -1.170820 -0.892964 -2.190565 -0.02 0.18 0.05
O -0.962103 0.282790 -1.894789 -0.02 -0.06 -0.04
H -1.048707 -0.618801 -5.497864 0.04 0.03 -0.02
H 0.336891 -0.080535 -4.514406 -0.01 0.00 0.01
H -1.246755 0.663194 -4.287371 -0.03 0.04 0.04
H -1.257334 -2.772373 -4.969678 -0.01 0.05 -0.01
H -1.868926 -4.541898 -3.327689 -0.02 -0.01 0.01
F -3.733013 2.607888 -4.238831 0.02 0.06 -0.10
C -3.893955 1.715846 -3.260219 0.01 -0.09 0.18
C -4.143123 0.389630 -3.551800 0.07 -0.05 -0.08
F -4.208937 -0.005998 -4.833925 0.01 0.01 0.05
C -4.289336 -0.529261 -2.526933 0.01 -0.20 -0.24
F -4.480914 -1.805460 -2.895866 -0.05 0.12 0.10
C -4.215735 -0.177846 -1.189047 0.01 0.10 0.11
Se -4.491146 -1.435358 0.218024 0.41 0.01 0.16
C -3.961396 1.162920 -0.931562 0.05 0.19 -0.03
F -3.852096 1.614520 0.326047 -0.09 -0.11 -0.06
C -3.794892 2.100048 -1.936658 0.00 0.00 0.07
F -3.533087 3.378533 -1.638602 -0.01 -0.01 0.00

68
Properties=species:S:1:pos:R:3:forces:R:3 method="wB97M-V/def2-TZVPD" total_charge=-2 homo_lumo_gap_ev=5.351 homo_energy_ev=-1.42 lumo_energy_ev=3.93
Y 0.696491 -0.124881 1.151482 -0.83 -1.02 -0.28
O -0.553136 3.754244 -1.227191 0.04 0.05 -0.03
C -0.000767 3.583713 -2.431936 -0.05 -0.03 -0.05
C -0.097558 4.609958 -3.378485 -0.10 0.02 0.09
C 0.429249 4.454980 -4.647301 0.05 -0.01 0.00
C 1.077436 3.278192 -5.000563 0.01 0.00 -0.12
C 1.198876 2.268008 -4.056886 0.00 0.07 0.03
C 0.670715 2.399235 -2.779702 -0.07 -0.01 0.14
C 0.842574 1.283268 -1.756889 0.38 -0.15 -0.09
O 0.371876 1.551862 -0.519964 0.19 -0.37 0.49
N 0.157286 0.089064 -2.322147 -0.06 0.18 -0.16
N -0.201101 -0.906546 -1.546856 -0.07 -0.02 0.04
C -0.759562 -1.933799 -2.083760 0.12 0.32 -0.21
C -1.279472 -3.045181 -1.330843 -0.02 -0.39 0.43
Br -1.070089 -2.864633 0.556791 0.00 0.09 -0.19
C -1.849687 -4.099185 -1.938637 0.19 0.38 -0.05
C -2.525504 -5.273620 -1.402099 -0.17 -0.35 0.09
C -3.121440 -5.337012 -0.137572 0.03 0.06 0.01
C -3.819701 -6.465407 0.259574 -0.05 -0.09 0.02
C -3.936556 -7.565254 -0.579058 0.02 0.04 -0.02
C -3.338591 -7.525448 -1.831620 -0.03 -0.07 0.03
C -2.651979 -6.395058 -2.234747 0.06 0.14 0.00
H -0.299152 2.921029 -0.697851 -0.02 0.05 -0.07
H -0.609375 5.519032 -3.085891 0.02 0.00 -0.01
H 0.348701 5.263544 -5.365060 -0.04 0.00 0.00
H 1.488501 3.154165 -5.995043 0.02 0.00 0.02
H 1.733281 1.358483 -4.316950 0.03 0.00 0.05
H 1.924961 1.042966 -1.725949 -0.08 -0.02 -0.01
H -0.007591 0.030291 -3.317079 -0.04 -0.03 -0.07
H -0.903362 -1.964095 -3.167931 0.00 -0.04 0.01
H -1.807432 -4.073025 -3.026312 -0.02 0.03 0.00
H -3.043643 -4.498228 0.539258 -0.08 -0.07 -0.06
H -4.282582 -6.483436 1.238492 0.03 0.01 0.01
H -4.489176 -8.441370 -0.263485 0.02 -0.01 0.02
H -3.408722 -8.379308 -2.495190 -0.01 0.01 -0.01
H -2.192130 -6.367414 -3.216586 -0.02 0.00 -0.01
S 0.955982 -4.036796 4.461139 0.02 -0.11 0.07
C 0.816964 -2.683449 3.485476 0.06 -0.28 0.29
S -0.636261 -1.773102 3.389219 -0.13 0.31 -0.46
S 2.153754 -2.127694 2.539236 0.10 0.39 -0.35
Br -2.368406 0.738533 0.733860 0.14 0.13 0.30
C -2.104168 2.291640 1.839867 -0.25 -0.05 -0.20
C -3.068562 3.255125 1.750056 0.03 -0.15 -0.10
C -3.041609 4.348701 2.633746 0.05 0.06 0.11
C -2.082701 4.407315 3.604090 -0.12 0.08 -0.05
C -1.080682 3.413989 3.702277 -0.05 -0.10 -0.11
C -0.135006 3.452442 4.750148 0.14 -0.06 0.06
C 0.794530 2.456534 4.864048 0.00 0.11 0.03
C 0.876393 1.448096 3.887017 -0.09 -0.08 -0.21
C 0.031189 1.371973 2.793592 -0.39 0.74 0.58
C -1.025015 2.335144 2.761518 0.13 0.15 0.26
H -3.856901 3.162786 1.015398 0.00 -0.01 0.01
H -3.805913 5.112685 2.555746 0.02 0.01 0.02
H -2.084249 5.213572 4.330812 0.02 0.01 -0.02
H -0.170657 4.272785 5.459607 -0.03 -0.02 0.02
H 1.499322 2.456430 5.688984 -0.01 0.03 0.00
H 1.660267 0.702237 4.007364 0.02 -0.01 -0.05
Cl 2.736559 -1.778560 -0.849985 0.04 -0.35 -0.28
C 3.709274 -0.536147 -0.119212 -0.19 0.41 0.34
C 3.011600 0.422646 0.612682 1.11 0.19 0.04
C 3.814700 1.456244 1.102412 -0.11 -0.26 -0.41
Cl 3.047386 2.827179 1.833044 -0.13 0.18 0.18
C 5.200010 1.493601 0.957012 -0.07 0.00 0.01
Cl 6.130422 2.800010 1.605161 0.08 0.03 0.03
C 5.839773 0.476327 0.258889 0.00 0.00 -0.05
Cl 7.554766 0.501686 0.055622 0.10 -0.01 -0.01
C 5.083254 -0.540185 -0.312615 0.01 -0.03 -0.05
Cl 5.852375 -1.760880 -1.262195 0.04 -0.10 -0.05